Formula: C5H10O2
Source: the OMol25 dataset
Level of theory: ωB97M-V/def2-TZVPD

Values from the calculation:
LUMO energy in eV: 0.9
Total charge: 0
Calculated total energy in eV: -9436.554
HOMO in eV: -8.048

Element x y z (Å)
O -1.21467 1.00715 0.75796
O 1.72235 1.63540 0.56414
C 0.63787 -0.17611 -0.66230
C -1.58433 -1.35709 0.57407
C -0.80663 0.93819 -0.54231
C 1.90724 0.35176 0.00879
C -0.54797 -0.26475 0.77250
H -2.09510 -1.43815 1.54188
H -2.36005 -1.16783 -0.18243
H 0.63902 0.08301 -1.73964
H -1.10699 -2.32227 0.37450
H 1.06350 1.52228 1.26761
H 2.71703 0.45229 -0.72299
H -1.53265 0.54826 -1.25820
H -0.26095 1.82660 -0.84996
H 0.61302 -1.26936 -0.68218
H 2.20931 -0.36939 0.77856

Force components x, y, z for each atom (eV/Å):
-0.066 -0.070 0.029
-0.121 0.016 0.198
0.245 -0.066 -0.218
0.030 -0.043 -0.014
-0.111 0.260 -0.387
0.107 -0.275 -0.152
-0.212 -0.261 0.279
0.105 0.053 -0.122
0.128 0.012 0.082
-0.029 -0.005 0.151
-0.056 0.152 0.018
0.110 0.078 -0.071
-0.108 -0.036 0.076
0.097 0.030 0.157
-0.067 -0.115 0.002
-0.015 0.156 0.059
-0.036 0.114 -0.085